17
Properties=species:S:1:pos:R:3 method="wB97M-V/def2-TZVPD" de_lowest_kcal_mol=143.9 lumo_energy_ev=0.6 total_charge=0
C 0.702 1.841 0.615
N 0.371 0.957 -0.494
O 1.591 0.545 -1.031
H 1.494 0.681 -1.993
H -1.555 0.032 0.980
H -0.237 2.146 1.099
H 1.210 2.742 0.232
H 1.355 1.346 1.354
C -1.009 -1.111 -0.954
N -0.476 -0.401 0.223
N 0.582 -1.104 0.854
H -2.188 -0.521 1.493
H 1.326 -1.302 0.168
H 0.261 -1.996 1.245
H -1.863 -0.545 -1.348
H -1.314 -2.133 -0.697
H -0.249 -1.178 -1.746

=====

18
Properties=species:S:1:pos:R:3 method="wB97M-V/def2-TZVPD" de_lowest_kcal_mol=17.5 lumo_energy_ev=0.6 total_charge=0
H 0.106 2.603 -0.736
N -0.294 1.686 -0.918
C -0.090 0.952 0.095
N 0.573 1.298 1.252
N -0.469 -0.426 0.094
C -1.908 -0.640 0.232
H 1.223 0.621 1.608
H 0.685 2.275 1.458
H -0.149 -0.797 -0.805
H -2.127 -1.705 0.290
H -2.511 -0.131 -0.527
H -2.241 -0.203 1.175
O 1.121 -2.679 1.507
H 0.916 -1.955 0.891
H 0.405 -2.649 2.148
O 1.959 0.727 -2.684
H 1.238 1.148 -2.183
H 1.565 -0.127 -2.894

=====

18
Properties=species:S:1:pos:R:3 method="wB97M-V/def2-TZVPD" de_lowest_kcal_mol=32.4 lumo_energy_ev=0.4 total_charge=0
H 1.047 1.181 0.536
N 0.100 0.990 0.239
C -0.055 -0.238 -0.070
N 0.985 -1.033 -0.552
N -1.310 -0.874 -0.208
C -2.403 -0.001 0.245
H 1.835 -0.568 -0.798
H 1.105 -2.009 -0.344
H -0.985 -1.801 -0.080
H -3.136 -0.743 0.556
H -2.749 0.636 -0.568
H -2.034 0.696 0.992
O 3.516 -1.969 -0.831
H 3.888 -2.662 -0.278
H 3.825 -2.262 -1.699
O -1.006 3.879 0.896
H -1.080 3.121 0.302
H -1.541 3.658 1.663

=====

17
Properties=species:S:1:pos:R:3 method="wB97M-V/def2-TZVPD" de_lowest_kcal_mol=4.5 lumo_energy_ev=-2.9 total_charge=+1
N -1.580 -2.436 0.016
C -1.232 -1.140 -0.079
N -1.549 -0.514 -1.267
N -0.555 -0.482 0.816
H -1.519 -2.907 0.902
H -2.176 -2.852 -0.675
H -2.311 -0.934 -1.777
H -1.735 0.469 -1.134
H -0.382 -1.042 1.639
C 2.320 1.512 0.512
N 0.968 1.468 -0.129
H 2.935 0.728 0.096
H 2.790 2.470 0.332
H 2.204 1.348 1.578
H 0.320 0.620 0.271
H 1.041 1.360 -1.139
H 0.459 2.333 0.038

=====

17
Properties=species:S:1:pos:R:3 method="wB97M-V/def2-TZVPD" de_lowest_kcal_mol=49.6 smiles=NCCO.O.O lumo_energy_ev=0.3 total_charge=0
N 0.112 -1.786 -1.189
C 1.296 -2.065 -0.317
C 0.913 -1.506 1.068
O 0.880 -0.174 1.017
H 0.077 -2.256 -2.046
H 0.065 -0.780 -1.236
H 2.255 -1.555 -0.518
H 1.360 -3.194 -0.272
H 1.969 -1.450 1.757
H 0.127 -1.967 1.591
H -0.034 0.222 0.745
O -0.348 1.968 -1.203
H -0.991 1.788 -1.789
H -0.856 2.470 -0.555
O -2.292 2.616 0.657
H -1.959 3.454 1.196
H -1.969 1.915 1.177

=====

17
Properties=species:S:1:pos:R:3 method="wB97M-V/def2-TZVPD" de_lowest_kcal_mol=17.8 smiles=NCCO.O.O lumo_energy_ev=0.4 total_charge=0
N -0.289 1.031 -1.234
C -0.671 -0.261 -0.658
C 0.271 -1.414 -1.003
O -0.452 -2.644 -1.214
H 0.611 1.301 -0.863
H -0.304 1.038 -2.240
H -0.730 -0.140 0.416
H -1.650 -0.532 -0.955
H 0.787 -1.230 -1.948
H 0.996 -1.618 -0.223
H -0.535 -3.045 -0.345
O -1.288 1.718 2.013
H -0.733 2.458 2.294
H -1.317 1.845 1.052
O 2.077 0.913 1.553
H 2.823 1.041 0.962
H 1.791 1.777 1.857